Entry 1:
A cluster of 3 separate species, C34H57N3O7Si in total in a non-equilibrium geometry, computed with the ωB97M-V functional and the def2-TZVPD basis.

```
102
Properties=species:S:1:pos:R:3:forces:R:3:mulliken_charge:R:1
H -3.5376 -0.2350 -2.5157 -0.2 -0.1 -0.2 0.362
C 1.0814 2.9469 -0.1899 0.4 0.5 -0.2 -0.018
O -2.8640 3.1064 -7.7329 0.1 -0.2 0.0 -0.348
H -4.0731 1.1543 -6.6301 0.0 0.0 0.0 0.075
C 2.5098 0.5251 3.6016 -0.1 0.3 0.2 -1.186
H 2.7435 -2.8671 5.5971 0.0 -0.1 0.0 0.015
O 1.0107 -3.6917 -0.8266 -0.6 -1.0 -0.6 -0.583
H 1.8303 0.7596 4.4186 -0.1 0.0 0.1 0.475
C 0.9618 5.7581 -0.1878 0.1 -0.4 -0.1 -0.409
C 2.6162 1.7314 2.6854 -0.2 0.1 -0.5 -0.348
H 4.8441 -2.9389 3.6466 0.1 0.0 -0.1 0.348
H -3.4188 1.8267 -9.2814 0.0 -0.1 0.1 0.407
C 2.2624 -0.6068 0.2081 -0.1 -0.1 -0.1 -0.240
H -1.2084 2.2206 -8.6216 0.0 -0.1 0.0 0.350
Si -3.5705 -0.3145 0.0179 -0.3 0.3 0.2 0.628
H -4.0325 3.4837 -9.3618 0.0 0.0 0.0 0.388
C -1.8291 -2.0290 -1.0357 0.6 -0.5 0.2 -0.617
H -0.3245 -2.1076 -2.5567 -0.1 -0.1 -0.3 0.519
O 2.6774 -2.2644 7.5925 0.0 -0.1 -0.1 -0.400
C -4.3319 2.6464 -4.4099 0.0 -0.1 0.2 -0.722
C 2.2323 -3.0968 6.5363 -0.1 0.2 0.0 -0.366
H 5.4529 -4.2547 2.6088 0.0 0.1 0.0 0.354
H -4.9223 0.6339 -1.7859 -0.1 0.1 -0.3 0.545
H 6.5814 -4.6709 7.1197 0.0 0.0 0.0 0.401
H -5.8702 2.0505 -8.7455 0.0 0.0 0.0 0.386
H 3.0086 3.2186 -1.0820 0.1 0.0 -0.1 0.548
C -1.7051 2.2990 -7.6498 -0.1 0.1 0.0 -0.727
C -3.8665 0.4026 -1.7023 0.5 -0.3 0.8 -1.038
H -5.6686 -1.6812 -0.1908 -0.1 -0.2 -0.1 0.345
C 1.1784 1.4654 -0.2456 0.2 -0.3 0.4 1.081
C 1.6734 -2.7375 -0.5712 0.6 1.1 0.1 -0.013
C 0.2281 0.7586 -0.9671 -0.2 -0.2 -0.2 -0.537
H -2.3265 1.4217 1.2760 0.1 0.2 0.1 0.057
C 2.1452 3.7220 -0.6760 -0.3 0.0 0.1 -0.411
C 5.6890 -4.4322 6.5338 -0.1 0.2 -0.1 -0.208
N -4.8978 1.0320 -7.2034 -0.1 0.1 0.0 -0.303
H 3.4103 -3.6420 0.1372 0.0 0.0 0.0 0.349
H -1.3541 -2.9329 -0.6652 -0.1 -0.2 0.1 0.615
C -0.1051 4.9998 0.2857 0.3 0.2 -0.1 -0.870
O 4.6262 -4.8619 4.4189 0.0 0.1 -0.1 -0.380
H -4.7070 3.5190 -4.9501 0.0 0.0 -0.1 0.359
C 3.2631 -1.6338 0.6569 -0.4 0.3 -0.6 -0.193
H 2.9234 5.6701 -1.0768 0.1 0.1 0.0 0.393
H -0.8986 3.0511 0.6378 -0.1 -0.1 0.1 0.348
N 5.5097 -2.9853 6.5118 0.0 -0.1 0.1 -0.225
H -5.7999 -0.2978 -5.9067 -0.1 0.0 0.0 0.368
H 5.1604 -1.3185 7.6812 0.0 0.0 0.0 0.360
H -3.2982 1.3307 -1.7482 0.0 0.2 -0.2 0.101
H 4.0471 0.7131 1.4513 0.3 0.1 0.0 0.459
H -2.6932 -2.3176 -1.6341 -0.2 -0.1 -0.1 0.404
C 5.8525 -4.9707 5.1295 0.0 -0.3 0.1 -0.762
C -3.8190 2.6510 -8.6850 -0.1 0.2 -0.1 -0.809
C 3.2471 1.4308 1.3016 -0.4 -0.6 0.6 -1.218
H 6.6614 -4.4516 4.6080 0.0 0.1 0.0 0.375
C 5.1294 -2.4051 7.7956 0.0 0.1 -0.2 -0.695
C 1.3145 -1.2940 -0.5497 -0.3 0.6 0.1 -0.125
H -7.2440 1.2347 -4.6936 0.0 0.0 0.0 0.360
H 3.6456 -3.8455 8.5190 0.0 0.0 -0.1 0.334
H 2.3645 -4.1562 6.7705 0.1 0.0 0.0 0.286
C -0.0470 3.6095 0.2805 -0.1 0.2 0.0 0.024
C -3.3698 1.1434 1.1922 -0.2 -0.8 -0.3 -0.933
H -1.9377 1.2933 -7.2831 0.0 0.0 -0.1 0.306
H 3.4663 0.2671 4.0473 0.2 -0.2 -0.1 0.304
O 4.0977 -1.6023 1.5103 0.7 0.2 0.4 -0.534
H 6.1115 -6.0329 5.1810 0.0 0.0 0.0 0.397
H 2.1038 -0.3344 3.0802 0.0 -0.2 -0.1 0.151
H 3.6728 -2.2948 9.3386 0.0 0.0 0.0 0.351
C -5.0732 -1.2750 0.6219 0.4 0.2 -0.2 -1.246
O -5.3495 1.6859 -4.1886 0.0 0.2 -0.2 -0.291
H -5.4289 3.0881 -7.3755 -0.1 0.1 -0.1 0.195
H -6.9136 0.5589 -6.9585 0.0 0.0 0.0 0.426
H 5.8923 -2.6659 8.5361 0.0 0.0 0.0 0.412
H 1.1693 -2.9034 6.3898 0.0 0.0 0.0 0.271
H 4.7981 -2.7552 5.8300 0.0 0.0 0.0 -0.075
C 2.2269 0.7656 0.4051 0.2 0.1 -0.1 0.736
C 2.0909 5.1108 -0.6802 -0.3 -0.4 0.1 -0.866
H 1.6049 2.0956 2.4997 -0.1 0.2 0.0 0.250
H -0.5733 1.2940 -1.4611 0.0 0.2 0.0 0.614
C -6.0201 0.6818 -6.3386 0.2 -0.1 0.0 -0.793
H -3.9763 1.9633 0.8119 0.1 0.2 0.0 0.361
H 4.8338 -4.9512 6.9887 0.1 -0.1 0.0 0.200
O -2.1992 -1.2692 0.1034 -0.3 0.5 -0.5 -0.528
H 3.7071 -4.0139 2.8205 0.0 0.0 0.1 0.174
C 3.7579 -2.7670 8.3558 0.1 0.1 0.2 -0.494
H -6.6075 2.6350 -5.5352 0.1 0.0 0.0 0.343
H -5.7022 -0.5976 1.1971 -0.1 0.0 0.0 0.337
C 0.2600 -0.6236 -1.1402 0.0 -0.6 0.0 0.544
H -1.0231 2.7774 -6.9489 0.0 0.0 0.0 0.241
N 3.0000 -2.7577 -0.1340 0.0 -0.7 0.5 -0.057
C -5.1001 2.2406 -7.9928 0.1 -0.1 0.2 -0.206
H -4.7499 -2.0812 1.2769 -0.1 -0.1 0.1 0.320
H 3.1525 2.5391 3.1779 0.1 0.1 0.0 0.446
H -3.9672 2.9721 -3.4357 0.0 0.0 0.0 0.252
H -3.4839 2.2197 -4.9533 0.0 0.1 -0.1 0.251
H -1.2906 -0.5964 -2.5568 0.0 -0.1 -0.3 0.422
C -6.3510 1.6272 -5.1884 -0.2 -0.1 0.1 -0.501
C -0.7930 -1.3459 -1.9443 -0.2 0.7 0.7 -1.471
H 3.6599 2.3293 0.8726 0.0 0.3 -0.2 0.493
H 0.9175 6.8354 -0.2073 -0.1 0.1 0.1 0.395
H -0.9740 5.5229 0.6574 -0.2 -0.1 0.1 0.415
H -3.7801 0.8564 2.1577 0.2 0.1 0.2 0.407
C 4.6726 -3.9676 3.3211 0.0 -0.1 0.2 -0.686
```
Forces are in eV/Å.

Computed properties:
E: -62863.6950 eV
SMILES: CCCc1c(-c2ccccc2)cc(CCO[Si](C)(C)C)c2c1C(=O)NC2=O.COCCNCCOC.COCCNCCOC



Entry 2:
A structure of composition C24H30AgN9OP in a non-equilibrium geometry, computed with the ωB97M-V functional and the def2-TZVPD basis.

```
66
Properties=species:S:1:pos:R:3:forces:R:3:nbo_charge:R:1
H 3.7633 1.8744 -0.0535 0.1 0.0 -0.1 0.230
C -1.1900 0.8021 0.1545 0.3 -0.1 0.1 -0.404
C 2.6848 3.7571 3.3476 0.1 -0.1 -0.2 -0.236
C -4.9759 -1.0342 -2.0299 -0.1 -0.1 -0.1 -0.406
H -5.2362 -2.5210 0.1648 0.0 0.0 0.0 0.207
C 2.7804 -0.0137 0.2531 -0.2 0.3 0.7 0.261
H -3.5025 1.2230 -2.2356 -0.1 0.1 -0.1 0.209
C -1.8259 -0.3069 -3.9195 0.2 0.1 -0.1 -0.402
N -1.9261 -1.3562 -2.9309 -0.7 0.2 0.7 -0.795
Ag 0.6389 -2.4100 -0.0021 0.1 0.0 -0.4 0.912
C -2.2394 -2.6642 -3.4747 0.0 -0.2 -0.1 -0.412
H -1.4202 -2.9989 -4.1156 0.0 0.0 0.0 0.201
H 2.3392 -3.2575 -2.7788 0.0 0.0 -0.1 0.211
H -3.5939 -2.2348 0.7773 -0.1 0.0 0.1 0.225
H -5.4879 -0.1523 -1.6292 0.0 0.0 0.0 0.189
N 2.5037 -1.7595 -1.3804 0.2 0.2 0.1 -0.452
C 4.4752 3.6616 1.7812 -0.2 0.0 0.1 -0.237
N -1.6012 -0.9857 4.0580 -0.4 0.0 0.2 -0.350
H -4.5361 -0.7833 -2.9935 -0.1 0.0 -0.1 0.204
N 4.6977 -0.8875 -2.8214 0.3 0.0 -0.3 -0.343
C 1.5186 -0.2245 2.1743 0.4 0.3 -0.3 0.182
N -3.9500 -1.5250 -1.1344 1.0 0.4 -0.2 -0.801
H -3.1588 -2.6537 -4.0711 0.0 0.0 0.0 0.189
H -4.7759 -0.9056 0.7222 0.0 0.0 0.0 0.182
H -2.4009 2.4412 -1.5694 -0.1 0.0 -0.1 0.209
N 0.1979 -2.2311 2.3478 -0.2 0.3 0.5 -0.443
C -2.9362 1.5122 -1.3540 -0.1 0.0 0.0 -0.412
O -1.5378 -2.0378 -0.4543 0.3 -0.5 0.7 -1.204
C 0.3982 -0.9699 2.7743 -0.5 -0.4 0.3 0.122
H 1.8456 1.2228 3.7225 -0.1 0.1 0.1 0.232
P -2.3272 -1.1430 -1.3287 -0.4 0.9 -0.9 2.444
C 3.9808 -1.9200 -3.2248 -0.1 -0.1 0.0 0.012
C -1.7840 -2.2306 3.6530 0.1 -0.2 0.0 0.008
H -1.0237 -0.5542 -4.6203 0.0 0.0 0.0 0.203
C 3.2078 1.2567 0.6311 -0.1 -0.3 0.1 -0.258
N 1.9230 -0.6999 1.0010 0.1 0.3 0.0 -0.509
N 4.1723 5.6045 3.1288 0.2 0.4 0.2 -0.386
N -1.9772 0.4769 -1.0123 -0.3 -0.9 -0.1 -0.806
H -1.5752 0.6265 -3.4259 0.0 0.1 -0.1 0.221
C 2.0580 0.9430 2.7052 0.0 -0.1 -0.2 -0.237
H 5.0740 3.1608 1.0380 0.1 0.0 -0.1 0.217
C 2.8996 -2.3820 -2.4810 0.0 0.1 -0.1 0.017
H -3.6372 1.7091 -0.5349 0.0 0.0 0.0 0.191
H 2.6436 5.5842 4.4816 -0.1 0.0 0.0 0.205
H 1.8065 3.3509 3.8211 -0.1 0.0 0.1 0.214
H -1.0213 -3.8860 2.4890 -0.1 0.0 -0.1 0.215
H -5.7208 -1.8201 -2.1810 0.0 0.1 -0.1 0.209
H -2.3620 -3.3690 -2.6538 0.0 -0.1 -0.1 0.224
H 5.6731 5.4497 1.7548 0.1 -0.1 -0.1 0.205
H -0.5141 -0.0273 0.3657 -0.1 0.2 0.1 0.211
H 4.2826 -2.3862 -4.1521 -0.1 -0.1 0.0 0.218
C 4.8269 4.9373 2.1947 0.1 -0.2 -0.2 0.051
C 4.3421 -0.2966 -1.6990 -0.4 0.1 0.3 0.027
C -4.4158 -1.8035 0.2089 0.0 -0.1 0.2 -0.412
H -2.6725 -2.7292 4.0161 0.0 -0.1 -0.1 0.216
H -0.4138 0.6634 3.9598 0.2 0.1 0.0 0.207
H 4.9794 0.5097 -1.3690 0.0 0.1 0.1 0.208
H -1.8147 0.9882 1.0344 0.0 0.0 0.1 0.183
C 3.2129 -0.6918 -0.9764 0.2 -0.4 -0.7 0.106
C -0.8792 -2.8603 2.8014 0.0 0.1 0.2 0.024
C 3.1380 5.0175 3.7037 -0.2 -0.2 0.1 0.051
H -2.7520 -0.1870 -4.4962 0.0 0.0 0.0 0.182
C 3.3581 3.0502 2.3506 0.2 0.6 0.2 -0.067
H -0.5993 1.6994 -0.0446 0.0 0.0 0.0 0.198
C -0.5227 -0.3593 3.6302 0.5 -0.1 -0.2 0.019
C 2.8822 1.7354 1.9015 -0.2 -0.5 -0.2 0.118
```
Forces are in eV/Å.

Computed properties:
E: -54117.9492 eV
total charge: +1



Entry 3:
A cluster of 2 separate species, CH7N3 in total in a non-equilibrium geometry, computed with the ωB97M-V functional and the def2-TZVPD basis.

```
11
Properties=species:S:1:pos:R:3:forces:R:3:nbo_charge:R:1
H -0.5212 1.4578 -2.6025 -0.3 0.1 0.2 0.323
H -0.0861 0.0104 0.5441 -0.8 -0.1 -0.2 0.377
H 2.4555 -0.2667 2.8061 -0.3 -0.1 0.4 0.318
H -1.9315 1.3669 -3.4745 -0.1 0.3 -0.3 0.338
H 0.6404 -1.5418 2.8885 -0.1 0.0 -0.2 0.110
H -0.5163 0.5836 -3.9502 -0.4 0.0 -0.3 0.336
C 0.7489 -0.7518 2.1379 -0.7 -0.9 0.6 -0.077
N -0.2424 -0.7558 1.1896 1.6 0.6 0.3 -0.989
N -1.1109 0.8698 -3.1806 0.7 -0.4 0.4 -1.267
H -1.1699 -1.0171 1.4795 -0.3 0.0 -0.1 0.315
N 1.7334 0.0447 2.1622 0.6 0.5 -0.8 -0.783
```
Forces are in eV/Å.

Computed properties:
multiplicity: 2
E: -5619.2219 eV
<S²>: 0.750
total charge: -1



Entry 4:
A structure of composition C2H6NO2S in a non-equilibrium geometry, computed with the ωB97M-V functional and the def2-TZVPD basis.

```
12
Properties=species:S:1:pos:R:3:forces:R:3:nbo_charge:R:1
O -1.0869 -2.0035 0.4124 0.7 2.2 1.1 -1.040
S -0.7503 -0.7319 1.1792 -0.7 -2.4 0.5 2.247
H -1.0100 1.4433 -1.3791 -0.4 -1.1 0.7 0.131
C -1.3464 0.4615 -0.8606 0.0 3.4 -1.6 -0.404
H 1.5059 -1.5612 0.6932 -0.1 -0.6 -0.9 0.211
C 1.1150 -0.7157 1.2176 -1.1 -0.4 -0.5 -0.893
O -1.1360 -0.7711 2.5931 0.5 0.0 -0.4 -1.018
H -2.3410 0.3074 -1.2380 -0.9 -0.2 -0.1 0.156
H 1.4545 -0.9288 2.2154 0.1 0.9 0.6 0.224
H -0.7592 -0.2718 -1.3083 1.2 -1.6 -0.8 0.174
N -1.2517 0.5833 0.5406 0.2 -0.5 0.8 -1.004
H 1.3980 0.1871 0.6863 0.4 0.2 0.6 0.217
```
Forces are in eV/Å.

Computed properties:
E: -18591.4206 eV
total charge: -1



Q: Which of these has the highest E?
A: CH7N3



Q: Which of these has the lowest E?
A: C34H57N3O7Si